Entry 1:
19
Properties=species:S:1:pos:R:3:lowdin_spin:R:1 method="wB97M-V/def2-TZVPD" lumo_energy_ev="0.8 / -1.9" s2=2.0315 e_tot_ha=-949.9421 multiplicity=3 e_homo_ev="-6.7 / -9.6" charge=0
C -1.959 -2.406 -0.317 0.0567
C -0.730 -2.602 0.160 -0.0014
C -2.341 -1.167 -0.812 -0.0058
C 0.143 -1.505 0.308 0.0743
C -1.467 -0.155 -0.677 0.0492
C -0.220 -0.194 -0.035 0.0348
C 2.970 2.043 0.025 0.2628
N 2.289 2.896 0.682 0.1017
N 0.994 3.077 0.696 0.4534
N 0.260 1.992 0.508 0.3362
N 0.713 0.836 0.111 0.5461
Cl 4.661 1.987 0.434 0.0684
H -2.595 -3.197 -0.226 0.0041
H -0.460 -3.539 0.576 -0.0018
H -3.345 -0.876 -1.186 -0.0009
H 1.114 -1.594 0.797 0.0030
H -1.926 0.867 -0.979 0.0013
H 2.573 1.414 -0.784 0.0096
H -0.674 2.122 0.719 0.0083

=====

Entry 2:
105
Properties=species:S:1:pos:R:3:lowdin_charge:R:1 method="wB97M-V/def2-TZVPD" lumo_energy_ev=2.1 e_tot_ha=-8452.4428 e_homo_ev=-4.4 charge=-1 de_lowest_kj_mol=0.1
La -2.410 -0.493 -0.106 1.8029
C -5.073 1.955 -3.654 -0.0162
C -4.101 1.383 -2.666 -0.2806
N -4.327 1.231 -1.425 -0.0430
O -5.565 1.628 -0.998 -0.0424
C -2.747 0.941 -3.139 -0.3096
C -2.501 0.693 -4.589 -0.0396
N -1.841 0.771 -2.238 -0.2385
O -0.639 0.396 -2.635 -0.3521
H -5.949 2.347 -3.152 0.0681
H -5.391 1.184 -4.365 0.0862
H -4.600 2.752 -4.236 0.0836
H -5.501 1.418 -0.032 0.0579
H -2.514 1.618 -5.179 0.0801
H -3.270 0.033 -5.006 0.0808
H -1.524 0.230 -4.698 0.0615
F 0.893 -5.854 3.711 0.1024
C 0.313 -4.660 3.525 -0.1598
C -0.032 -4.239 2.268 -0.1527
F 0.218 -5.030 1.209 0.0942
C -0.630 -3.004 2.108 -0.2593
F -0.892 -2.652 0.835 -0.0305
C -0.939 -2.129 3.128 -0.5432
S -1.704 -0.571 2.871 0.6034
C -0.564 -2.601 4.383 -0.2412
F -0.784 -1.850 5.469 0.0757
C 0.046 -3.827 4.587 -0.1477
F 0.385 -4.224 5.823 0.1026
C -2.944 2.653 1.630 -0.1153
C -3.475 1.304 1.169 -0.6129
O -4.674 1.047 1.446 -0.1432
H -3.724 3.294 2.064 0.0665
H -2.461 3.161 0.783 0.0642
H -2.172 2.457 2.390 0.0461
C -0.951 -4.841 -2.438 -0.0276
C -1.389 -3.470 -2.118 -0.1801
N -1.724 -2.403 -1.873 0.1220
H -0.348 -4.839 -3.344 0.0805
H -1.821 -5.478 -2.574 0.0829
H -0.344 -5.222 -1.618 0.0767
Br -7.728 -4.723 3.646 0.7199
C -7.422 -3.722 2.071 -0.6741
C -8.497 -3.377 1.270 -0.2000
N -8.362 -2.668 0.142 0.0708
C -7.119 -2.296 -0.199 -0.0642
C -5.997 -2.613 0.552 -0.1031
C -6.147 -3.335 1.720 -0.0403
C -4.631 -2.173 0.114 -0.6434
O -4.510 -1.549 -0.981 -0.1458
O -3.644 -2.415 0.869 -0.1652
H -9.499 -3.683 1.554 0.0945
H -6.998 -1.714 -1.106 0.1214
H -5.280 -3.568 2.326 0.1231
C 1.587 1.423 -1.274 -0.4002
C 3.103 1.300 -1.252 -0.4447
As 3.936 2.944 -1.906 1.2875
C 5.752 2.598 -1.294 -0.4267
C 6.230 1.315 -1.040 -0.1083
C 7.548 1.124 -0.616 -0.0910
C 8.393 2.212 -0.446 -0.1041
C 7.921 3.496 -0.708 -0.0951
C 6.612 3.684 -1.135 -0.1315
C 3.368 4.108 -0.451 -0.4235
C 3.776 3.919 0.870 -0.1014
C 3.351 4.795 1.865 -0.0898
C 2.503 5.855 1.550 -0.0949
C 2.080 6.039 0.239 -0.0925
C 2.520 5.169 -0.759 -0.1336
P 0.646 0.095 -0.382 1.0202
C 1.437 -1.449 -1.049 -0.3316
C 1.543 -1.581 -2.443 -0.1061
C 2.084 -2.727 -3.016 -0.0926
C 2.513 -3.787 -2.217 -0.1105
C 2.374 -3.688 -0.841 -0.0883
C 1.838 -2.532 -0.271 -0.1048
C 1.431 0.432 1.292 -0.3597
C 0.921 1.602 1.869 -0.1515
C 1.297 2.022 3.134 -0.0942
C 2.202 1.274 3.878 -0.0945
C 2.741 0.125 3.326 -0.0861
C 2.367 -0.284 2.043 -0.0923
H 1.205 1.413 -2.293 0.0561
H 1.261 2.365 -0.825 0.0651
H 3.433 0.503 -1.915 0.0550
H 3.497 1.088 -0.256 0.0592
H 5.588 0.452 -1.160 0.0890
H 7.905 0.122 -0.414 0.0984
H 9.412 2.064 -0.107 0.0959
H 8.573 4.352 -0.579 0.0970
H 6.256 4.689 -1.328 0.0974
H 4.423 3.088 1.133 0.1075
H 3.670 4.636 2.889 0.1017
H 2.166 6.530 2.330 0.0982
H 1.414 6.858 -0.010 0.0981
H 2.197 5.322 -1.781 0.0866
H 1.178 -0.785 -3.084 0.0921
H 2.164 -2.793 -4.095 0.0993
H 2.934 -4.680 -2.665 0.0968
H 2.664 -4.510 -0.198 0.1025
H 1.688 -2.520 0.793 0.0748
H 0.170 2.182 1.336 0.0932
H 0.863 2.925 3.548 0.1052
H 2.477 1.581 4.881 0.0979
H 3.449 -0.472 3.892 0.0984
H 2.845 -1.162 1.648 0.0807

=====

Entry 3:
12
Properties=species:S:1:pos:R:3:lowdin_charge:R:1 method="wB97M-V/def2-TZVPD" lumo_energy_ev=3.5 e_tot_ha=-1523.8120 e_homo_ev=-4.1 charge=-1 smiles="OC(O)(CCl)C(=S)[S-]"
O -0.193 -0.284 -1.581 -0.0453
C -0.034 0.300 -0.357 -0.7452
O -0.368 1.667 -0.356 -0.0247
C -1.176 -0.295 0.631 -0.4875
Cl -1.008 -2.033 0.982 0.5093
C 1.433 -0.054 0.113 -1.2499
S 2.044 -1.471 -0.605 0.5248
S 2.171 0.977 1.183 0.4875
H 0.445 -0.943 -1.467 -0.1296
H 0.238 2.325 -0.092 0.0309
H -1.466 0.127 1.577 0.0540
H -2.086 -0.316 -0.028 0.0756

=====

Entry 4:
17
Properties=species:S:1:pos:R:3:lowdin_charge:R:1 method="wB97M-V/def2-TZVPD" lumo_energy_ev=1.0 e_tot_ha=-309.8263 e_homo_ev=-9.0 charge=0 de_lowest_kj_mol=42.2 smiles="CC(C)=CCC=O"
C -2.262 0.186 -0.167 -0.0706
C -0.783 0.094 0.093 -0.3527
C -0.277 1.008 1.175 -0.0532
C -0.011 -0.727 -0.622 -0.0885
C 1.417 -1.088 -0.327 -0.1666
C 2.468 -0.077 -0.722 -0.2687
O 2.251 1.068 -1.029 0.0555
H -2.583 1.213 -0.376 0.0809
H -2.803 -0.142 0.730 0.0832
H -2.565 -0.459 -0.997 0.0746
H -0.363 2.034 0.797 0.0933
H 0.773 0.848 1.429 0.0691
H -0.882 0.949 2.088 0.0816
H -0.445 -1.210 -1.496 0.1070
H 1.671 -2.036 -0.818 0.1128
H 1.563 -1.282 0.748 0.1238
H 3.509 -0.470 -0.689 0.1185

=====

Entry 5:
71
Properties=species:S:1:pos:R:3:lowdin_charge:R:1 method="wB97M-V/def2-TZVPD" lumo_energy_ev=2.6 e_tot_ha=-4112.8139 e_homo_ev=-5.7 charge=-1 de_lowest_kj_mol=210.3
Ca -0.118 0.111 0.240 1.1643
O 0.515 -0.974 2.129 -0.4089
S 1.016 0.310 2.582 0.4141
O 0.337 0.832 3.741 -0.2848
O 1.160 1.280 1.480 -0.5031
C 2.732 0.016 3.012 -0.2512
C 3.208 0.043 4.305 -0.0496
C 4.563 -0.140 4.533 -0.0784
C 5.418 -0.339 3.457 -0.0780
C 4.927 -0.372 2.162 -0.0758
C 3.563 -0.202 1.927 -0.3360
P 2.804 -0.279 0.253 1.1225
C 3.517 1.250 -0.456 -0.3233
C 3.989 2.308 0.313 -0.0735
C 4.374 3.493 -0.287 -0.0856
C 4.292 3.646 -1.660 -0.0999
C 3.817 2.601 -2.436 -0.0840
C 3.423 1.420 -1.837 -0.1119
C 3.984 -1.568 -0.352 -0.3662
C 4.808 -1.504 -1.469 -0.0894
C 5.526 -2.616 -1.880 -0.0929
C 5.419 -3.814 -1.195 -0.1018
C 4.597 -3.894 -0.078 -0.0797
C 3.893 -2.780 0.336 -0.1129
H 2.499 0.218 5.098 0.1106
H 4.954 -0.116 5.540 0.0985
H 6.480 -0.455 3.630 0.0994
H 5.607 -0.507 1.330 0.1150
H 4.029 2.214 1.388 0.1047
H 4.730 4.312 0.321 0.0982
H 4.573 4.580 -2.123 0.0945
H 3.735 2.722 -3.508 0.1007
H 3.007 0.626 -2.443 0.0874
H 4.909 -0.576 -2.015 0.0926
H 6.173 -2.546 -2.745 0.0978
H 5.975 -4.681 -1.527 0.0937
H 4.504 -4.830 0.458 0.1009
H 3.250 -2.835 1.205 0.1134
C -0.791 -3.561 -3.174 -0.0563
C -0.842 -2.344 -2.281 -0.5893
O -2.069 -1.658 -2.396 -0.0495
P 0.462 -1.104 -2.682 0.4859
O 1.883 -1.769 -2.893 -0.1079
O 0.207 -0.657 -4.205 -0.0959
O 0.434 0.084 -1.806 -0.4174
P -0.402 -2.595 -0.500 0.3179
O -0.838 -4.108 -0.086 -0.1159
O 1.084 -2.482 -0.472 -0.3425
O -1.324 -1.667 0.217 -0.4163
H -0.802 -3.268 -4.225 0.0824
H -1.658 -4.185 -2.971 0.0873
H 0.116 -4.124 -2.958 0.0865
H -2.292 -1.351 -1.494 0.0824
H 2.112 -2.168 -2.036 0.0450
H -0.436 0.053 -4.208 0.0856
H -1.284 -3.992 0.754 0.0665
C -4.476 4.476 -1.524 -0.2073
Si -3.328 4.298 0.011 0.4531
C -2.110 5.781 -0.038 -0.2037
C -4.438 4.584 1.555 -0.2044
C -2.444 2.682 0.025 -0.2988
C -1.787 1.657 0.028 -0.2304
H -5.031 5.412 -1.520 0.0110
H -5.201 3.668 -1.562 0.0126
H -3.902 4.440 -2.446 0.0127
H -2.624 6.740 -0.019 0.0124
H -1.491 5.754 -0.931 0.0146
H -1.442 5.749 0.818 0.0167
H -4.942 5.548 1.525 0.0125
H -3.839 4.552 2.460 0.0158
H -5.200 3.815 1.639 0.0132

=====

Entry 6:
74
Properties=species:S:1:pos:R:3:lowdin_charge:R:1 method="wB97M-V/def2-TZVPD" lumo_energy_ev=-0.5 e_tot_ha=-3226.1852 e_homo_ev=-8.7 charge=0
C -0.751 -0.749 3.872 0.0475
N 0.342 -1.529 3.285 -0.3568
O 0.652 -2.486 3.890 0.1577
O 1.046 -0.994 2.385 -0.1476
H -0.707 -1.085 4.908 0.1214
H -1.678 -0.971 3.345 0.0967
H -0.647 0.332 3.774 0.0334
C -3.096 -3.156 -1.830 0.0080
N -2.462 -2.742 -3.172 -0.2716
O -2.998 -3.351 -4.173 0.0502
O -1.549 -1.912 -3.187 -0.0384
H -4.057 -2.655 -1.705 0.1079
H -2.321 -3.100 -1.067 -0.0029
H -3.237 -4.236 -1.871 0.0955
C 0.286 -0.193 -0.674 -0.1961
C -0.332 0.816 0.311 -0.1900
C -1.543 0.177 1.059 -0.1052
S -1.357 -1.632 0.711 0.9468
O -2.218 -1.968 -0.468 -0.3820
O -1.428 -2.347 2.010 -0.3280
C 0.313 -1.583 0.026 -0.1658
H 1.285 -0.064 -1.091 0.1131
H -0.273 -0.205 -1.610 0.0575
H -0.616 1.746 -0.181 0.0905
H 0.440 0.997 1.059 0.0657
H -2.536 0.495 0.742 0.1257
H -1.406 0.364 2.124 -0.0068
H 0.674 -2.407 -0.590 0.1327
H 0.871 -1.656 0.960 0.0480
C 2.121 1.119 1.819 -0.2516
C 3.358 1.288 2.701 -0.1865
C 3.943 -0.090 2.815 -0.2081
S 3.623 -1.083 1.275 0.8333
O 2.896 -2.318 1.725 -0.3393
O 4.864 -1.119 0.448 -0.3468
C 2.380 0.189 0.645 -0.1971
H 1.607 2.045 1.559 0.0637
H 1.445 0.566 2.471 0.0910
H 3.135 1.899 3.575 0.1212
H 4.011 1.941 2.122 0.1135
H 3.705 -0.666 3.710 0.1075
H 5.029 0.007 2.839 0.0951
H 1.482 -0.405 0.475 -0.0010
H 2.818 0.582 -0.272 0.1269
C 0.335 -1.448 -3.259 -0.1232
C 1.295 -0.998 -4.281 -0.2484
O 2.575 -1.519 -3.798 0.1710
C 2.372 -2.079 -2.623 -0.5917
O 3.232 -2.630 -1.961 0.1541
O 1.121 -2.072 -2.248 0.0398
F 1.292 0.333 -4.270 0.0808
H -0.423 -2.043 -3.769 0.0692
H -0.237 -0.648 -2.791 0.0983
H 1.154 -1.279 -5.325 0.1756
C 0.222 3.354 0.647 -0.0413
C 0.378 4.243 1.885 -0.2155
O 0.091 3.331 2.913 0.1998
C -0.663 2.383 2.379 -0.4681
O -1.111 1.372 2.982 0.0448
O -0.847 2.626 1.150 -0.0177
F -0.562 5.291 1.911 0.0489
H 1.118 2.751 0.499 0.1291
H -0.012 3.952 -0.234 0.1732
H 1.332 4.769 1.852 0.1817
C -3.204 2.204 -2.495 -0.0343
C -2.281 1.323 -1.660 -0.2849
O -2.950 0.049 -1.624 0.1669
C -3.606 -0.008 -2.707 -0.5885
O -3.963 -1.064 -3.152 0.1528
O -3.742 1.188 -3.276 0.1178
F -2.195 1.858 -0.468 0.0071
H -2.533 2.933 -2.949 0.1471
H -4.001 2.709 -1.949 0.1511
H -1.299 1.256 -2.128 0.1756

=====

no.,molecular weight (g/mol)
1,182.6
2,1180.6
3,171.7
4,98.1
5,683.7
6,680.6